Entry from the Open Molecules 2025 dataset: one molecule with the formula C6H10O in a non-equilibrium geometry (the ωB97M-V functional and the def2-TZVPD basis).

Gap between HOMO and LUMO: 0.39881 Ha
Relative energy (zero: lowest compared OMol25 entry of this formula, charge and spin): 2.3146 eV
Calculated total energy: -8428.926 eV
LUMO energy: 1.018 eV
Structure (SMILES): O[C@@H]1C[C@@H]2C[C@@H]2C1

```
! RIJCOSX wB97M-V def2-TZVPD def2/J DEFGRID3
* xyz 0 1
O -0.36117 1.80038 1.06695
C 0.52046 1.27362 0.10248
C -0.10417 0.81115 -1.19937
C -0.53404 -0.63097 -1.00461
C -1.31622 -0.98434 0.22912
C 0.16911 -1.23634 0.17914
C 1.05023 -0.19808 0.82857
H 0.15334 1.01930 1.48202
H 1.39829 1.91603 -0.01017
H -0.94036 1.46510 -1.47416
H 0.65925 0.86334 -1.98405
H -0.68954 -1.22642 -1.89836
H -1.97130 -1.84916 0.17010
H -1.68077 -0.17392 0.85627
H 0.51912 -2.26427 0.13807
H 1.02634 -0.32512 1.95418
H 2.10143 -0.26030 0.56381
*
```